Below is a molecular structure, C33H28FeN3O5P in a non-equilibrium geometry, with properties calculated with ωB97M-V/def2-TZVPD.

Results
E_tot   -3419.89852 a.u.
HOMO-LUMO gap (alpha / beta)   7.59 / 7.59 eV
Spin multiplicity   5
<S²>   6.011
ΔE to the lowest compared entry with this formula, charge and spin   1.082 eV
Net charge   0

CARTESIAN COORDINATES (ANGSTROEM)
N -1.259 -0.158 -0.510
C 1.777 2.176 1.044
P 0.567 -2.556 -4.361
C 2.038 2.671 2.297
H -3.927 2.391 2.273
H 2.861 -3.156 -4.233
C -2.475 0.864 2.676
H -1.145 1.670 -1.633
O 2.247 3.982 2.567
O 1.840 -3.381 -1.173
H -3.826 -0.948 -3.077
C -1.422 1.195 -0.707
C 2.285 -2.764 -2.174
C -3.612 1.240 6.702
H 0.300 0.135 -2.778
C 1.126 -0.819 -4.545
H -2.146 2.791 0.662
H 2.332 2.235 4.389
H 1.702 -3.444 2.562
H -1.701 -0.912 -4.296
C 1.604 -0.077 1.965
O 2.660 -1.558 -2.104
C -3.450 1.788 3.033
C -1.931 1.769 0.411
C -3.222 1.110 5.326
H -2.286 -3.975 -0.470
C -3.194 -2.465 -1.690
H 1.983 -0.180 4.084
H 3.063 0.827 -6.800
H 2.035 -1.368 -6.412
Fe 0.686 -1.313 -1.149
H 2.422 5.869 1.900
C -1.659 -0.392 0.712
C 1.552 0.787 0.827
C -0.751 -2.411 -3.070
C 2.037 -3.351 -3.544
C -2.249 0.182 4.962
C 1.311 -1.487 1.864
N -2.078 0.743 1.325
C 2.469 0.665 -5.909
C 1.742 -2.433 2.960
H 2.744 -2.208 3.320
O 1.347 0.393 -0.376
C 1.919 0.479 3.227
H -1.779 -0.429 5.720
C -2.162 -3.290 -1.300
C -1.820 -1.572 -3.444
C 2.114 1.814 3.418
H -4.142 -2.491 -1.166
H -4.574 2.631 4.649
O 0.660 -1.978 0.931
C 1.888 -0.575 -5.687
N -3.926 1.346 7.802
C -3.017 -1.597 -2.767
H -1.668 -1.352 1.198
H 1.242 4.893 0.993
H 1.742 2.806 0.168
H -1.077 -0.614 3.353
C 1.515 1.476 -3.865
H 2.749 2.657 -5.166
H 1.852 -4.423 -3.497
C 2.221 4.887 1.480
C 0.937 0.236 -3.655
H -0.158 -3.961 -1.688
H 1.377 2.256 -3.129
C -0.940 -3.273 -1.980
C -3.818 1.916 4.359
H 2.988 4.641 0.742
C 2.290 1.692 -4.996
C -1.868 0.066 3.639
H 1.060 -2.369 3.812